C43H69CaN9O2PS4SbSi2Te as an isolated structure at a distorted geometry, computed with ωB97M-V with the def2-TZVPD basis set.

Structure (ORCA input):
```
! RIJCOSX wB97M-V def2-TZVPD def2/J DEFGRID3
* xyz -2 1
Ca -0.74062 1.62586 -0.68555
C 5.18147 -4.74707 -0.26857
N 3.75836 -4.46791 -0.41576
C 3.31638 -4.23593 -1.78444
C 2.90938 -4.27826 0.64316
N 1.82741 -3.57932 0.59251
C 0.70542 -4.09722 1.25490
C 0.44427 -5.47023 1.06743
C -0.73659 -6.08256 1.46387
C -1.71875 -5.30266 2.04964
C -1.45843 -3.96488 2.29918
C -0.23771 -3.33858 1.99380
N 0.00503 -2.01588 2.36214
C -0.51688 -1.57697 3.46272
N -0.75360 -2.38307 4.59687
C -2.12103 -2.57261 5.04237
C 0.16227 -3.46054 4.90724
N -0.75050 -0.25816 3.74160
C -1.08072 0.21399 5.07462
C -0.97724 0.79205 2.75123
N 3.36559 -4.88854 1.82858
C 3.60918 -6.32164 1.80701
C 2.78962 -4.41990 3.08154
H 5.76299 -3.95930 -0.74251
H 5.43348 -5.70130 -0.74778
H 5.45232 -4.79361 0.78195
H 3.28867 -5.18377 -2.33507
H 3.99646 -3.55123 -2.29241
H 2.33064 -3.79334 -1.77026
H 1.19350 -6.05238 0.53966
H -0.89705 -7.13704 1.26898
H -2.68515 -5.72584 2.29960
H -2.25311 -3.35374 2.70685
H -2.78941 -1.89230 4.51237
H -2.21249 -2.39040 6.11866
H -2.46011 -3.59635 4.84836
H -0.11703 -4.41960 4.46441
H 0.20255 -3.58172 5.99431
H 1.15974 -3.19882 4.55396
H -0.73926 -0.48444 5.83195
H -2.15884 0.37230 5.17924
H -0.58456 1.17551 5.23368
H -1.07440 0.41866 1.73936
H -0.17540 1.53882 2.79030
H -1.92534 1.27459 2.97780
H 3.82260 -6.65385 0.79243
H 2.73626 -6.87443 2.17546
H 4.46411 -6.57311 2.44355
H 2.54908 -3.35975 2.99826
H 3.52417 -4.55824 3.88086
H 1.87387 -4.95433 3.35165
N -3.05520 0.18586 -3.50127
P -2.12866 -1.11191 -2.80019
C -1.90932 -2.00707 -4.50435
C -0.79184 -2.83889 -4.57815
C -0.56048 -3.67001 -5.67355
C -1.45679 -3.68126 -6.73355
C -2.56464 -2.83828 -6.69587
C -2.78283 -2.01500 -5.59549
C -3.51019 -2.27810 -2.37758
C -3.22070 -3.63619 -2.24113
C -4.20665 -4.53481 -1.84962
C -5.50018 -4.09053 -1.60341
C -5.79639 -2.73780 -1.74136
C -4.80742 -1.83593 -2.12357
C -3.03995 1.55276 -3.37348
C -3.98868 2.28159 -4.12418
C -3.97415 3.64817 -4.09773
C -3.03948 4.30882 -3.29906
C -2.17981 3.53773 -2.56719
N -2.13619 2.18767 -2.61130
H -3.87241 -0.13594 -3.98191
H -0.10017 -2.83904 -3.74396
H 0.31224 -4.31439 -5.69654
H -1.30075 -4.33759 -7.58168
H -3.27115 -2.83186 -7.51845
H -3.66518 -1.37792 -5.59557
H -2.21176 -3.99104 -2.42945
H -3.96057 -5.58600 -1.73264
H -6.26847 -4.78733 -1.28615
H -6.79426 -2.36501 -1.53235
H -5.05536 -0.77621 -2.15766
H -4.74107 1.74215 -4.68849
H -4.69552 4.20921 -4.68193
H -2.99965 5.38955 -3.22936
H -1.47973 4.01319 -1.88323
N 1.93660 1.25118 1.21943
C 2.96351 1.10614 0.15495
C 2.50149 1.72627 -1.17987
O 3.35659 2.20223 -1.93246
O 1.22515 1.67119 -1.41983
H 2.24479 0.79509 2.06389
H 1.12495 0.74319 0.91908
H 3.20584 0.06147 -0.05382
H 3.87335 1.62152 0.43861
S -5.66625 1.77860 -1.02244
Sb -4.02303 1.38509 0.53783
S -2.45142 -0.28608 -0.29985
S -2.52947 3.19946 0.77667
S -4.79001 0.68843 2.59077
C 1.08770 4.61777 -3.62376
Si 1.54838 5.99165 -2.45554
C 1.02709 7.61316 -3.26433
C 3.40617 5.97896 -2.24743
C 0.75734 5.95098 -0.75526
Te 1.14787 4.11385 0.33075
C 0.60067 5.01864 2.21898
Si 2.14331 5.52965 3.12302
C 2.97924 6.94744 2.22279
C 3.35758 4.10956 3.25244
C 1.77287 6.10311 4.87820
H 1.77187 4.61477 -4.48129
H 0.06530 4.71201 -4.00004
H 1.18278 3.64403 -3.12575
H 1.45662 7.70671 -4.27170
H 1.35044 8.48324 -2.67527
H -0.06667 7.66200 -3.36006
H 3.91379 6.20018 -3.19603
H 3.71400 4.97396 -1.92620
H 3.74718 6.70527 -1.49586
H -0.33085 6.07472 -0.79347
H 1.16860 6.77592 -0.16595
H 0.01283 4.27260 2.76752
H -0.06621 5.85474 1.98661
H 3.23545 6.63840 1.19984
H 3.90148 7.26081 2.72873
H 2.31464 7.82092 2.15630
H 3.73606 3.85397 2.25682
H 2.86062 3.21490 3.65364
H 4.21020 4.34996 3.89978
H 1.03217 6.91506 4.88219
H 2.67932 6.46845 5.37882
H 1.36281 5.27923 5.47825
*
```

Summary:
M ... 1248.938 g mol⁻¹
F_max ... 2.197 eV/Å
ΔE to the lowest compared entry with this formula, charge and spin ... 3.302 eV
Frontier orbital gap ... 5.4 eV
E_HOMO ... -1.9 eV

Atomic partial charges in e from the Löwdin method, atoms 1 to 5: 0.77, -0.07, -0.15, -0.05, -0.40